15
Properties=species:S:1:pos:R:3:nbo_charge:R:1 method="wB97M-V/def2-TZVPD" total_energy_ha=-378.9254 homo_lumo_gap_ha="0.278 / 0.281" total_charge=0
C -1.049 -0.382 -0.871 0.492
C 1.688 0.959 0.923 -0.603
C 0.494 1.467 0.083 -0.214
N -0.402 0.341 0.062 -0.579
N -0.236 -2.866 -1.202 -0.087
O -2.128 -0.959 -0.448 -0.697
O -1.208 -3.175 -0.559 -0.391
H -0.784 -0.215 -1.923 0.179
H 2.407 0.474 0.354 0.226
H 2.006 1.819 1.568 0.210
H 1.191 0.371 1.706 0.205
H 0.015 2.280 0.645 0.195
H 0.600 1.790 -0.970 0.209
H -0.736 0.249 1.058 0.396
H -1.857 -2.153 -0.428 0.461